Record 1
DFT (ωB97M-V/def2-TZVPD) results for a structure of composition C22H24Cl2F6MoN4O4S5Si in a non-equilibrium geometry.

Output
HOMO (alpha / beta): -6.4 / -7.0 eV
multiplicity: 3
Kohn-Sham gap (alpha / beta): 5.40 / 5.97 eV
E_LUMO (alpha / beta): -1.0 / -1.0 eV

Each line ends with the natural charge from an NBO analysis.
Geometry (Å):
Mo  1.153  2.215  0.515  0.42
Cl  -1.535  0.714  0.795  0.07
C  -2.559  2.024  1.301  -0.07
C  -3.724  1.725  1.981  -0.23
C  -4.660  2.732  2.264  -0.21
C  -4.394  4.039  1.835  -0.22
C  -3.224  4.336  1.166  -0.04
Cl  -3.102  5.979  0.630  0.02
C  -2.245  3.348  0.888  -0.17
S  -0.590  3.682  0.269  -0.14
H  -3.852  0.685  2.246  0.23
H  -5.572  2.488  2.799  0.23
H  -5.089  4.862  1.992  0.24
S  1.771  1.417  -1.536  0.02
C  2.890  2.740  -1.123  0.05
C  4.064  2.922  -1.822  -0.22
C  5.023  3.760  -1.222  -0.18
C  4.763  4.509  -0.020  -0.22
C  3.588  4.282  0.654  0.02
N  2.725  3.362  0.086  -0.45
H  4.298  2.361  -2.739  0.24
H  5.991  3.827  -1.697  0.23
H  5.448  5.277  0.349  0.24
H  3.193  4.731  1.520  0.23
F  -2.732  -5.925  -1.507  -0.33
C  -2.616  -4.582  -1.872  0.76
F  -3.791  -3.971  -1.653  -0.32
F  -2.348  -4.569  -3.218  -0.32
S  -1.088  -3.727  -0.999  2.25
O  -0.967  -2.323  -1.418  -0.95
O  -1.006  -4.067  0.404  -0.94
N  -0.189  -4.584  -1.893  -1.28
S  1.341  -4.617  -1.939  2.28
O  1.964  -4.216  -0.699  -0.96
O  1.775  -5.785  -2.662  -0.92
C  1.848  -3.317  -3.155  0.70
F  1.372  -3.747  -4.323  -0.31
F  1.538  -2.045  -2.965  -0.31
F  3.217  -3.447  -3.170  -0.34
C  -1.202  -1.366  5.779  -0.66
C  -0.557  -1.699  4.491  0.32
C  -0.146  -2.962  4.113  -0.33
C  0.486  -3.120  2.876  0.37
N  0.814  -2.077  2.097  -0.45
C  0.528  -0.885  2.523  0.38
S  1.534  0.555  2.071  -0.19
N  -0.297  -0.714  3.598  -0.53
C  1.027  -4.395  2.386  -0.69
H  -1.482  -2.263  6.326  0.25
H  -2.126  -0.779  5.556  0.24
H  -0.515  -0.753  6.383  0.25
H  -0.302  -3.803  4.795  0.24
H  -0.476  0.243  3.849  0.43
H  0.375  -4.855  1.659  0.31
H  1.119  -5.116  3.225  0.21
H  1.998  -4.238  1.858  0.28
C  -0.510  3.325  -3.056  -1.13
Si  0.145  1.581  -3.037  1.58
C  1.083  0.895  -4.511  -1.13
C  -1.286  0.650  -2.373  -1.16
H  -0.551  3.699  -4.090  0.24
H  0.198  4.011  -2.599  0.25
H  -1.502  3.431  -2.614  0.26
H  0.475  1.029  -5.409  0.25
H  1.267  -0.168  -4.436  0.27
H  2.034  1.398  -4.672  0.24
H  -2.111  1.309  -2.199  0.25
H  -1.113  0.027  -1.479  0.29
H  -1.589  -0.056  -3.171  0.26

Record 2
DFT (ωB97M-V/def2-TZVPD) results for a cluster of 6 separate species, C22H24Cl9O6 in total in a non-equilibrium geometry.

Output
HOMO: -7.4 eV
net charge: -1
Kohn-Sham gap: 8.12 eV
E_LUMO: 0.8 eV

Each line ends with the natural charge from an NBO analysis.
Geometry (Å):
Cl  -22.129  29.663  31.341  2.55
O  -22.801  28.431  31.729  -0.91
O  -23.038  30.760  31.567  -0.87
O  -20.902  29.805  32.089  -0.89
O  -21.791  29.560  29.939  -0.87
Cl  -22.807  26.301  36.361  -0.09
C  -22.798  26.628  34.597  -0.38
C  -21.525  26.182  33.945  -0.40
Cl  -21.312  24.417  34.026  -0.08
H  -23.007  27.679  34.419  0.25
H  -23.630  26.049  34.204  0.22
H  -20.649  26.730  34.291  0.22
H  -21.540  26.427  32.882  0.25
Cl  -25.033  24.186  29.928  -0.08
C  -23.767  25.444  29.836  -0.38
C  -23.894  26.384  28.661  -0.39
Cl  -25.541  27.013  28.418  -0.07
H  -22.818  24.913  29.755  0.22
H  -23.752  25.994  30.766  0.24
H  -23.603  25.921  27.722  0.21
H  -23.221  27.221  28.858  0.26
Cl  -16.134  29.889  32.575  -0.07
C  -17.714  30.697  32.689  -0.39
C  -18.475  30.334  33.938  -0.37
Cl  -17.555  30.668  35.435  -0.09
H  -18.330  30.430  31.831  0.25
H  -17.533  31.769  32.634  0.21
H  -18.670  29.267  33.950  0.22
H  -19.399  30.899  33.985  0.24
Cl  -28.131  30.124  31.658  -0.09
C  -27.550  29.890  29.972  -0.37
C  -26.322  30.747  29.737  -0.39
Cl  -25.858  30.633  28.019  -0.07
H  -28.361  30.169  29.308  0.21
H  -27.308  28.835  29.903  0.23
H  -25.478  30.359  30.304  0.25
H  -26.531  31.777  30.009  0.21
C  -21.798  33.791  30.490  -0.18
C  -22.523  33.466  29.341  -0.17
C  -22.266  34.112  28.150  -0.17
C  -21.305  35.108  28.088  -0.08
C  -20.532  35.377  29.227  -0.15
C  -20.810  34.754  30.433  -0.16
C  -19.450  36.401  29.200  0.56
O  -18.804  36.677  30.176  -0.53
C  -19.183  37.082  27.901  -0.15
C  -18.161  38.020  27.820  -0.16
C  -17.842  38.599  26.611  -0.20
C  -18.491  38.171  25.454  -0.20
C  -19.572  37.312  25.555  -0.18
C  -19.915  36.761  26.760  -0.05
C  -20.996  35.727  26.782  0.52
O  -21.606  35.433  25.782  -0.53
H  -22.091  33.261  31.388  0.24
H  -23.350  32.781  29.480  0.24
H  -22.829  33.883  27.252  0.24
H  -20.249  35.043  31.311  0.23
H  -17.625  38.339  28.705  0.23
H  -16.960  39.225  26.532  0.21
H  -18.216  38.531  24.471  0.21
H  -20.080  37.022  24.646  0.23

Record 3
DFT (ωB97M-V/def2-TZVPD) results for a structure of composition C22H24HgN4O2Si.

Output
HOMO (alpha / beta): -2.0 / -4.5 eV
multiplicity: 2
net charge: -1
Kohn-Sham gap (alpha / beta): 5.05 / 7.45 eV
E_LUMO (alpha / beta): 3.0 / 3.0 eV

Each line ends with the natural charge from an NBO analysis.
Geometry (Å):
Hg  -0.379  -0.013  -0.020  1.41
C  3.978  -0.405  -1.001  -0.32
C  2.649  -0.641  -0.810  0.04
N  1.706  0.334  -0.794  -0.67
C  2.120  1.629  -1.014  0.11
C  3.491  1.946  -1.209  -0.06
C  4.433  0.926  -1.196  -0.27
C  3.847  3.326  -1.418  -0.20
C  2.926  4.315  -1.452  -0.20
C  1.543  4.015  -1.280  -0.14
C  0.538  4.982  -1.323  -0.13
C  -0.783  4.625  -1.163  -0.34
C  -1.070  3.264  -0.944  0.08
N  -0.158  2.330  -0.889  -0.53
C  1.165  2.662  -1.058  0.18
H  4.673  -1.235  -1.005  0.20
H  2.262  -1.644  -0.669  0.20
H  5.481  1.148  -1.344  0.19
H  4.898  3.556  -1.556  0.20
H  3.226  5.345  -1.615  0.20
H  0.817  6.018  -1.490  0.20
H  -1.582  5.352  -1.199  0.21
H  -2.098  2.937  -0.817  0.20
O  -2.334  -0.123  -1.709  -0.55
N  -2.757  -1.293  -1.839  0.12
N  -1.858  -2.220  -1.721  0.09
O  -0.589  -1.998  -1.506  -0.70
C  -2.308  -3.561  -1.824  0.20
C  -1.369  -4.575  -1.670  -0.26
C  -1.769  -5.900  -1.757  -0.21
C  -3.095  -6.225  -1.998  -0.25
C  -4.026  -5.204  -2.154  -0.21
C  -3.646  -3.876  -2.069  -0.25
H  -0.344  -4.292  -1.485  0.25
H  -1.032  -6.684  -1.633  0.20
H  -3.403  -7.261  -2.066  0.20
H  -5.065  -5.443  -2.342  0.20
H  -4.365  -3.081  -2.186  0.24
C  -1.118  0.070  4.892  -1.11
Si  -0.422  0.367  3.153  1.63
C  1.364  -0.236  3.158  -1.12
C  -0.431  2.233  2.873  -1.12
C  -1.395  -0.496  1.827  -1.43
H  -0.531  0.583  5.658  0.22
H  -1.124  -0.996  5.130  0.22
H  -2.148  0.428  4.962  0.22
H  1.930  0.180  3.995  0.22
H  1.871  0.047  2.233  0.24
H  1.408  -1.326  3.235  0.23
H  0.035  2.769  3.702  0.22
H  -1.453  2.608  2.765  0.23
H  0.110  2.488  1.959  0.24
H  -2.434  -0.171  1.765  0.23
H  -1.386  -1.584  1.920  0.23

Going through the records in order, we get relative energy (zero: lowest compared OMol25 entry of this formula, charge and spin) values of 138.9, 0.0, 5.5 kJ/mol.
Going through the records in order, we get molecular weight values of 877.71, 703.51, 605.14 g/mol.